Version A
Molecular formula: C23H22CaCl4F2N4O3S
Method: DFT, ωB97M-V with the def2-TZVPD basis set

The HOMO-LUMO gap is 0.2417 Ha. The highest occupied orbital energy comes out at -7.283 eV.

The geometry in ORCA input format:
```
! wB97M-V def2-TZVPD RIJCOSX def2/J DEFGRID3
* xyz 0 1
Ca 0.22 -0.86 0.94
F -4.75 -2.00 -1.93
C -3.94 -0.96 -2.18
C -3.15 -0.49 -1.17
C -2.32 0.58 -1.53
C -2.31 1.15 -2.82
C -3.16 0.60 -3.79
F -3.15 1.14 -5.02
C -3.98 -0.44 -3.49
C -1.36 2.19 -2.81
C -0.85 3.12 -3.72
C 0.12 4.00 -3.30
C 0.59 3.98 -1.97
C 0.10 3.07 -1.09
N -0.84 2.19 -1.54
H -3.15 -0.94 -0.19
H -4.64 -0.88 -4.23
H -1.22 3.13 -4.73
H 0.52 4.72 -4.00
H 1.34 4.68 -1.64
H 0.35 2.95 -0.04
N -0.21 -2.27 -1.14
C -0.13 -1.77 -2.52
C 1.19 -2.12 -3.19
C 2.44 -1.57 -2.49
C 2.42 -0.06 -2.24
N 1.93 0.23 -0.88
H 0.27 -3.16 -1.06
H -1.17 -2.46 -0.88
H -0.23 -0.68 -2.50
H -0.94 -2.15 -3.14
H 1.16 -1.74 -4.21
H 1.27 -3.21 -3.27
H 3.31 -1.82 -3.11
H 2.61 -2.07 -1.53
H 1.76 0.43 -2.97
H 3.42 0.35 -2.39
H 2.01 1.22 -0.69
H 2.57 -0.23 -0.22
Cl 1.78 1.13 2.31
C 3.06 0.30 3.19
C 3.65 1.03 4.20
C 4.67 0.46 4.94
C 5.07 -0.83 4.65
C 4.46 -1.54 3.63
Cl 5.04 -3.15 3.33
C 3.42 -1.02 2.84
S 2.69 -1.95 1.57
H 3.30 2.04 4.40
H 5.14 1.02 5.74
H 5.87 -1.30 5.21
Cl -3.13 -2.03 4.86
C -3.22 -2.17 3.11
Cl -4.52 -1.13 2.45
C -1.92 -1.77 2.40
O -1.78 -2.23 1.23
O -1.10 -1.02 2.96
H -3.48 -3.19 2.86
O -1.04 1.08 0.47
N -1.41 1.23 -0.78
*
```

---

Version B
Molecular formula: C23H22CaCl4F2N4O3S
Method: DFT, ωB97M-V with the def2-TZVPD basis set

The HOMO-LUMO gap is 0.2486 Ha. The highest occupied orbital energy comes out at -7.797 eV.

The geometry in ORCA input format:
```
! wB97M-V def2-TZVPD RIJCOSX def2/J DEFGRID3
* xyz 0 1
Ca 0.06 0.43 -0.62
F 5.90 0.26 -1.02
C 4.83 0.82 -0.40
C 3.56 0.42 -0.74
C 2.43 0.96 -0.12
C 2.66 1.96 0.86
C 3.97 2.31 1.18
F 4.23 3.21 2.18
C 5.08 1.76 0.58
C 1.50 2.57 1.54
C 1.54 3.86 2.10
C 0.45 4.35 2.78
C -0.68 3.56 2.91
C -0.67 2.33 2.29
N 0.37 1.85 1.60
H 3.47 -0.35 -1.51
H 6.08 2.05 0.86
H 2.43 4.46 1.99
H 0.48 5.35 3.21
H -1.56 3.88 3.47
H -1.54 1.69 2.34
N -2.46 0.73 -0.08
C -3.13 1.73 -0.93
C -2.56 3.14 -0.70
C -2.08 3.84 -1.97
C -0.97 3.10 -2.71
N 0.14 2.73 -1.82
H -2.71 -0.20 -0.41
H -2.78 0.80 0.88
H -4.21 1.73 -0.78
H -2.97 1.42 -1.96
H -1.73 3.07 0.00
H -3.31 3.77 -0.22
H -1.72 4.84 -1.70
H -2.91 3.99 -2.67
H -0.63 3.71 -3.55
H -1.35 2.17 -3.15
H 0.53 3.55 -1.37
H 0.89 2.32 -2.37
Cl -0.54 -1.09 2.89
C -1.20 -2.69 3.09
C -1.30 -3.19 4.38
C -1.84 -4.45 4.57
C -2.28 -5.20 3.50
C -2.17 -4.69 2.21
Cl -2.74 -5.65 0.90
C -1.63 -3.42 1.97
S -1.51 -2.76 0.35
H -0.95 -2.60 5.21
H -1.92 -4.85 5.57
H -2.71 -6.18 3.64
Cl -0.29 -0.42 -5.77
C -0.90 -1.38 -4.42
Cl -0.18 -3.00 -4.40
C -0.63 -0.73 -3.06
O -1.43 -1.04 -2.14
O 0.34 0.04 -2.92
H -1.97 -1.51 -4.55
O 0.85 -1.97 -0.33
N 0.35 -2.75 0.40
*
```

---

Of them, version B has the lowest stability.

---

Version A
Molecular formula: C8H11NO
Method: DFT, ωB97M-V with the def2-TZVPD basis set

The HOMO-LUMO gap is 0.3616 Ha. The highest occupied orbital energy comes out at -9.101 eV. Its SMILES is C=CC(=O)N/C(C=C)=C\C.

The geometry in ORCA input format:
```
! wB97M-V def2-TZVPD RIJCOSX def2/J DEFGRID3
* xyz 0 1
C -1.56 0.72 -0.64
C 1.12 1.70 1.05
C 2.08 -2.19 -1.20
C 1.37 0.39 0.51
C 0.96 -1.54 -1.05
C -1.73 0.24 0.72
C -2.93 -0.26 1.10
C 0.76 -0.22 -0.51
N -0.31 0.52 -1.13
O -2.49 1.21 -1.28
H 1.83 1.83 1.89
H 0.21 1.67 1.57
H 2.04 -3.21 -1.61
H 3.07 -1.80 -1.14
H 2.01 -0.18 1.14
H 0.07 -1.86 -1.38
H -0.78 0.35 1.39
H 1.08 2.47 0.25
H -3.55 -0.39 0.25
H -3.18 -0.36 2.13
H -0.05 0.91 -2.05
*
```

---

Version B
Molecular formula: C8H11NO
Method: DFT, ωB97M-V with the def2-TZVPD basis set

The HOMO-LUMO gap is 0.3469 Ha. The highest occupied orbital energy comes out at -8.561 eV. Its SMILES is COc1cccc(CN)c1.

The geometry in ORCA input format:
```
! wB97M-V def2-TZVPD RIJCOSX def2/J DEFGRID3
* xyz 0 1
C -3.51 -0.64 0.06
C -1.18 -0.30 -0.04
C -1.29 1.09 0.21
C -0.15 1.88 0.06
C 1.09 1.35 -0.29
C 1.19 -0.03 -0.40
C 2.61 -0.64 -0.52
C 0.07 -0.84 -0.32
H -3.65 -0.21 1.07
H -3.66 0.21 -0.62
H -4.19 -1.49 -0.06
H -2.29 1.48 0.50
H -0.22 2.94 0.32
H 1.91 2.05 -0.47
H 2.57 -1.53 -1.12
H 3.22 0.15 -1.02
H 2.68 -1.37 1.36
H 3.51 -0.08 1.18
H 0.16 -1.88 -0.55
N 3.33 -0.98 0.71
O -2.21 -1.16 -0.07
*
```

---

Version C
Molecular formula: C8H11NO
Method: DFT, ωB97M-V with the def2-TZVPD basis set

The HOMO-LUMO gap is 0.3184 Ha. The highest occupied orbital energy comes out at -9.379 eV. Its SMILES is C#CC#CC=O.CCCN.

The geometry in ORCA input format:
```
! wB97M-V def2-TZVPD RIJCOSX def2/J DEFGRID3
* xyz 0 1
C 3.90 -3.61 -2.06
C 2.49 -3.31 -2.18
C 1.31 -3.05 -2.19
C -0.06 -2.83 -2.04
C -1.24 -2.68 -1.78
C -1.05 3.64 1.84
C -0.68 2.18 1.77
C -1.29 1.38 0.61
H 4.60 -2.81 -2.43
H -2.25 -2.38 -1.76
H -0.51 4.13 2.66
H -2.12 3.79 2.02
H -0.79 4.20 0.92
H -1.00 1.68 2.70
H 0.42 2.08 1.72
H -1.01 1.79 -0.38
H -2.39 1.39 0.69
H -0.13 -0.30 0.13
H -1.68 -0.62 0.60
N -0.87 -0.03 0.80
O 4.35 -4.65 -1.62
*
```

---

Version D
Molecular formula: C8H11NO
Method: DFT, ωB97M-V with the def2-TZVPD basis set

The HOMO-LUMO gap is 0.3745 Ha. The highest occupied orbital energy comes out at -9.198 eV. Its SMILES is C[C@H]1[C@H](C)C12N=CCC2=O.

The geometry in ORCA input format:
```
! wB97M-V def2-TZVPD RIJCOSX def2/J DEFGRID3
* xyz 0 1
C -0.76 -0.83 -2.23
C 0.16 -1.53 -0.22
C -0.29 -2.14 -1.60
C 0.87 0.81 0.50
C -0.50 0.80 1.05
C -0.09 -0.06 -0.27
C 1.41 2.05 -0.23
C -1.00 0.20 2.29
N -0.62 0.26 -1.57
O 0.57 -2.19 0.74
H -0.94 -0.86 -3.29
H -0.94 -3.03 -1.62
H 0.64 -2.42 -2.01
H 1.53 0.16 1.12
H -1.13 1.67 0.75
H 0.53 2.61 -0.50
H 1.83 1.90 -1.23
H 2.15 2.47 0.46
H -0.23 -0.26 2.76
H -1.74 -0.53 2.14
H -1.45 0.94 2.97
*
```

---

Of them, version C has the lowest stability.

---

Version A
Molecular formula: C8H11NO
Method: DFT, ωB97M-V with the def2-TZVPD basis set

The HOMO-LUMO gap is 0.3514 Ha. The highest occupied orbital energy comes out at -9.225 eV. Its SMILES is C[C@H]1C[C@]1(C)C#CC(N)=O.

The geometry in ORCA input format:
```
! wB97M-V def2-TZVPD RIJCOSX def2/J DEFGRID3
* xyz 0 1
C -3.45 -0.64 1.05
C -2.20 -0.81 0.22
C -2.17 -0.56 -1.25
C -1.43 0.39 -0.33
C -1.94 1.80 -0.13
C 0.01 0.27 -0.31
C 1.22 0.18 -0.29
C 2.66 0.04 -0.32
N 3.22 -0.79 0.58
H -4.16 0.05 0.58
H -3.96 -1.61 1.16
H -3.21 -0.26 2.05
H -1.55 -1.62 0.56
H -1.59 -1.22 -1.89
H -3.07 -0.15 -1.72
H -3.01 1.87 -0.35
H -1.78 2.13 0.91
H -1.42 2.50 -0.80
O 3.37 1.10 -0.31
H 2.91 -1.76 0.52
H 4.09 -0.01 0.83
*
```

---

Version B
Molecular formula: C8H11NO
Method: DFT, ωB97M-V with the def2-TZVPD basis set

The HOMO-LUMO gap is 0.3665 Ha. The highest occupied orbital energy comes out at -9.114 eV. Its SMILES is c1ccccc1.CC(N)=O.

The geometry in ORCA input format:
```
! wB97M-V def2-TZVPD RIJCOSX def2/J DEFGRID3
* xyz 0 1
C 1.43 -0.22 1.14
C 2.39 -1.24 0.76
C 3.40 -0.76 -0.13
C 3.41 0.58 -0.63
C 2.35 1.42 -0.39
C 1.42 1.08 0.63
C -2.85 0.22 0.18
C -4.35 -0.15 -0.34
H 0.72 -0.58 1.82
H 2.34 -2.19 1.14
H 4.08 -1.47 -0.70
H 4.42 0.71 -1.03
H 2.63 2.39 -0.84
H 0.69 1.85 0.94
H -0.96 -0.16 -0.60
H -2.31 -1.18 -1.31
H -4.87 -0.79 0.40
H -4.43 -0.51 -1.33
H -5.03 0.64 -0.20
N -2.00 -0.53 -0.62
O -2.48 0.89 1.12
*
```

---

Of them, version A has the lowest stability.

---

Version A
Molecular formula: CH3N3O2
Method: DFT, ωB97M-V with the def2-TZVPD basis set

The HOMO-LUMO gap is 0.3546 Ha. The highest occupied orbital energy comes out at -9.368 eV. Its SMILES is [H]/N=N\[H].O=C=NO.

The geometry in ORCA input format:
```
! wB97M-V def2-TZVPD RIJCOSX def2/J DEFGRID3
* xyz 0 1
C -1.75 1.62 0.63
N -0.24 -0.40 -1.02
N -1.23 -0.78 -1.60
N -0.73 1.95 1.16
O -2.73 1.65 0.08
O 0.33 1.50 1.90
H 1.18 1.95 1.55
H -0.06 -0.87 -0.04
H -1.91 -1.29 -1.05
*
```

---

Version B
Molecular formula: CH3N3O2
Method: DFT, ωB97M-V with the def2-TZVPD basis set

The HOMO-LUMO gap is 0.3716 Ha. The highest occupied orbital energy comes out at -9.717 eV.

The geometry in ORCA input format:
```
! wB97M-V def2-TZVPD RIJCOSX def2/J DEFGRID3
* xyz 0 1
C 0.21 -0.59 0.26
N 1.60 0.95 -0.88
N 1.02 0.14 -0.19
N -3.01 -0.02 -0.04
O -3.36 0.83 0.73
O -3.69 -0.64 -0.81
H -1.95 -0.24 -0.03
H 0.17 -1.56 0.68
H 2.06 1.71 -0.40
*
```

---

Of them, version B has the lowest stability.